Entry 1:
Here is 7 unconnected molecules or ions with the total composition C35H62BrO8 from OMol25. Energies are from ωB97M-V with the def2-TZVPD basis set.

Bonds (Å) are listed after each position.
Geometry (Å):
1 H 4.723 -4.611 2.603  C106 1.091
2 H -1.523 2.141 5.775  C16 1.088
3 H -3.756 1.644 0.271  C32 1.080
4 H -3.379 5.048 3.821  C25 1.081
5 H -2.796 -0.394 0.743  C15 1.096
6 C -3.794 2.971 3.367  C25 1.394, H82 1.081, C99 1.396
7 H 1.707 3.440 3.612  C65 1.084
8 C -1.049 -3.191 -2.116  H39 1.092, C49 1.509, H67 1.081, H74 1.092
9 H 5.093 -2.951 2.103  C106 1.087
10 H -3.476 6.483 0.683  C103 1.088
11 C 1.260 6.139 -0.777  H26 1.088, H45 1.091, H46 1.091, C104 1.511
12 H -1.485 -1.250 1.582  C15 1.098
13 H 2.324 3.717 0.741  C80 1.096
14 H -2.100 0.456 -5.462  C98 1.087
15 C -2.100 -0.340 1.588  H5 1.096, H12 1.098, O36 1.452, C87 1.506
16 C -1.995 1.320 6.311  H2 1.088, H21 1.087, C78 1.534, H92 1.090
17 H -2.040 -7.811 -4.649  C62 1.091
18 C 4.556 -0.875 0.248  H20 1.091, C89 1.507, H93 1.091, H101 1.089
19 C -1.991 0.312 3.961  H40 1.094, Br72 2.005, C78 1.538, C87 1.499
20 H 5.546 -1.330 0.218  C18 1.091
21 H -1.227 0.831 6.906  C16 1.087
22 H -5.689 -0.537 -4.639  C38 1.091
23 H -2.721 6.685 2.281  C103 1.086
24 H 7.676 -5.758 2.091  C90 1.091
25 C -3.460 4.288 3.056  H4 1.081, C6 1.394, C76 1.395
26 H 0.485 5.453 -0.442  C11 1.088
27 C 6.278 -4.442 1.135  O88 1.208, C90 1.511, C106 1.510
28 H 6.201 -3.816 3.185  C106 1.091
29 C -3.332 3.706 0.723  C32 1.386, H64 1.082, C76 1.394
30 H 2.011 8.459 -2.244  C63 1.091
31 H -1.362 1.499 -0.539  C52 1.099
32 C -3.669 2.400 1.038  H3 1.080, C29 1.386, C99 1.403
33 C -3.584 -0.921 -4.788  C38 1.511, C98 1.510, O100 1.207
34 H 1.302 0.805 0.655  C48 1.092
35 H 1.104 -8.155 -5.206  C42 1.091
36 O -1.218 0.794 1.377  C15 1.452, C52 1.398
37 H 1.868 -4.594 -0.819  C71 1.089
38 C -5.025 -1.359 -4.909  H22 1.091, C33 1.511, H85 1.087, H94 1.092
39 H -1.617 -3.077 -1.190  C8 1.092
40 H -1.676 1.340 3.758  C19 1.094
41 H 7.448 -6.049 0.354  C90 1.088
42 C 0.747 -7.261 -4.692  H35 1.091, H51 1.088, H56 1.091, C61 1.510
43 C -4.139 0.541 2.699  H54 1.091, H58 1.089, C87 1.546, C99 1.520
44 H 1.036 1.747 -0.862  C48 1.094
45 H 1.580 5.854 -1.781  C11 1.091
46 H 2.113 6.064 -0.101  C11 1.091
47 H -3.698 0.530 5.249  C78 1.083
48 C 0.654 1.513 0.136  H34 1.092, H44 1.094, C52 1.517, O102 1.412
49 C 0.414 -3.383 -1.803  C8 1.509, C71 1.507, O84 1.213
50 H -3.287 0.001 -6.703  C98 1.092
51 H 1.597 -6.720 -4.281  C42 1.088
52 C -0.713 0.859 0.075  H31 1.099, O36 1.398, C48 1.517, H53 1.093
53 H -0.634 -0.148 -0.344  C52 1.093
54 H -4.766 0.517 3.592  C43 1.091
55 H -3.741 1.127 -5.405  C98 1.091
56 H 0.231 -6.621 -5.409  C42 1.091
57 H -1.170 -9.346 -4.444  C62 1.091
58 H -4.737 0.095 1.906  C43 1.089
59 H 0.484 -5.496 -1.481  C71 1.094
60 O -0.411 7.797 -0.453  C104 1.207
61 C -0.192 -7.647 -3.575  C42 1.510, C62 1.510, O70 1.208
62 C -1.439 -8.406 -3.960  H17 1.091, H57 1.091, C61 1.510, H105 1.087
63 C 1.676 8.643 -1.222  H30 1.091, H68 1.091, H77 1.088, C104 1.513
64 H -3.146 3.959 -0.312  C29 1.082
65 C 1.462 3.967 2.696  H7 1.084, C80 1.530, H81 1.085, H97 1.087
66 H -1.780 6.075 0.949  C103 1.086
67 H -1.174 -2.301 -2.717  C8 1.081
68 H 2.544 8.667 -0.562  C63 1.091
69 O 4.181 1.318 -0.584  C89 1.209
70 O 0.043 -7.358 -2.425  C61 1.208
71 C 0.790 -4.580 -0.967  H37 1.089, C49 1.507, H59 1.094, H91 1.092
72 Br -0.306 -0.753 4.176  C19 2.005
73 H -2.501 -0.687 5.755  C78 1.084
74 H -1.427 -4.051 -2.674  C8 1.092
75 H 2.367 2.252 1.726  C80 1.089
76 C -3.203 4.656 1.735  C25 1.395, C29 1.394, C103 1.509
77 H 1.168 9.604 -1.180  C63 1.088
78 C -2.643 0.310 5.354  C16 1.534, C19 1.538, H47 1.083, H73 1.084
79 H 4.456 0.511 -2.944  C83 1.088
80 C 1.757 3.114 1.460  H13 1.096, C65 1.530, H75 1.089, O102 1.406
81 H 0.405 4.212 2.699  C65 1.085
82 H -3.968 2.684 4.395  C6 1.081
83 C 4.582 -0.325 -2.259  H79 1.088, H86 1.092, C89 1.509, H96 1.092
84 O 1.254 -2.608 -2.210  C49 1.213
85 H -5.205 -2.197 -4.240  C38 1.087
86 H 5.575 -0.757 -2.395  C83 1.092
87 C -2.851 -0.292 2.893  C15 1.506, C19 1.499, C43 1.546
88 O 6.345 -3.815 0.103  C27 1.208
89 C 4.420 0.161 -0.839  C18 1.507, O69 1.209, C83 1.509
90 C 6.944 -5.790 1.282  H24 1.091, C27 1.511, H41 1.088, H95 1.091
91 H 0.297 -4.527 0.005  C71 1.092
92 H -2.714 1.748 7.010  C16 1.090
93 H 3.803 -1.653 0.111  C18 1.091
94 H -5.238 -1.665 -5.935  C38 1.092
95 H 6.197 -6.552 1.510  C90 1.091
96 H 3.829 -1.085 -2.478  C83 1.092
97 H 2.060 4.874 2.653  C65 1.087
98 C -3.150 0.243 -5.647  H14 1.087, C33 1.510, H50 1.092, H55 1.091
99 C -3.880 2.002 2.367  C6 1.396, C32 1.403, C43 1.520
100 O -2.817 -1.472 -4.037  C33 1.207
101 H 4.406 -0.398 1.216  C18 1.089
102 O 0.540 2.703 0.889  C48 1.412, C80 1.406
103 C -2.770 6.061 1.394  H10 1.088, H23 1.086, H66 1.086, C76 1.509
104 C 0.724 7.551 -0.784  C11 1.511, O60 1.207, C63 1.513
105 H -2.024 -8.618 -3.068  C62 1.087
106 C 5.525 -3.921 2.335  H1 1.091, H9 1.087, C27 1.510, H28 1.091

Properties
- energy above the lowest of the compared OMol25 structures with the same formula, charge and spin (kcal per mole) = 0.0
- frontier orbital gap (eV) = 3.816
- multiplicity = 1
- E_tot (eV) = -123721.4910
- total charge = -1

Atomic partial charges in e from the Löwdin method, atoms 1 to 6: atom 1 (H): 0.090, atom 2 (H): 0.061, atom 3 (H): 0.101, atom 4 (H): 0.095, atom 5 (H): 0.098, atom 6 (C): -0.043

Entry 2:
Here is 9 unconnected molecules or ions with the total composition C35H63BN2O29P3 from OMol25. Energies are from ωB97M-V with the def2-TZVPD basis set.

Bonds (Å) are listed after each position.
Geometry (Å):
1 O 0.915 -0.497 -4.272  P17 1.596, C62 1.414
2 O 1.175 1.655 -3.100  P17 1.599, C42 1.407
3 O -3.762 -3.035 2.828  C33 1.361, C35 1.400
4 O -3.431 -0.370 -3.186  C61 1.223
5 H 5.209 3.557 -1.075  C83 1.090
6 O 6.218 -1.196 -1.799  P96 1.495
7 O -3.347 -0.991 0.141  B26 1.487, C94 1.273
8 C -0.057 -1.443 0.889  C75 1.587, O76 1.213, O91 1.293
9 H 0.256 1.543 2.779  C102 1.090
10 H -5.364 -1.689 -3.429  C72 1.090
11 H -0.600 1.444 -2.022  C42 1.090
12 H -0.804 -2.211 -3.427  C97 1.090
13 H -0.090 4.397 8.499  C49 1.090
14 H 0.710 5.501 7.234  C49 1.090
15 H -2.061 2.054 2.434  C118 1.090
16 H -1.676 -5.618 0.212  C106 1.090
17 P 0.523 1.043 -4.425  O1 1.596, O2 1.599, O45 1.670, O107 1.543
18 O -0.524 5.304 4.806  P57 1.611, C111 1.461
19 O 1.260 3.674 5.582  P57 1.633, C90 1.453
20 C 3.586 -1.124 -3.478  H82 1.090, C88 1.525, H120 1.090, H130 1.090
21 H 0.150 -1.101 -6.129  C62 1.090
22 H -2.749 -5.967 -1.239  C106 1.090
23 H 0.558 3.471 -0.649  C105 1.090
24 H -2.301 1.773 -0.204  C131 1.090
25 H -5.241 -3.005 -1.382  C129 1.090
26 B -1.982 -1.396 -0.289  O7 1.487, O41 1.419, O91 1.490, O124 1.476
27 H 3.192 -1.326 -1.348  C88 1.090
28 C 4.169 -1.111 1.052  C36 1.518, H58 1.090, O85 1.450, H103 1.090
29 C -4.332 -4.752 -3.703  O60 1.297, O113 1.352, O117 1.275
30 N -0.517 -6.250 3.957  C128 1.151
31 H 0.407 1.187 -7.273  C78 1.090
32 H 2.115 2.944 7.362  C90 1.090
33 C -3.103 -1.915 3.233  O3 1.361, O84 1.265, O114 1.278
34 H -1.846 -1.503 -4.738  C97 1.090
35 C -3.116 -4.171 3.332  O3 1.400, H43 1.090, C63 1.555, H64 1.090
36 C 4.154 -0.761 2.529  C28 1.518, H38 1.090, H39 1.090, H119 1.090
37 N -2.805 -8.479 0.535  C100 1.147
38 H 4.611 0.224 2.627  C36 1.090
39 H 4.602 -1.584 3.085  C36 1.090
40 C -3.992 4.046 0.941  O67 1.268, O86 1.259, O123 1.334
41 O -1.635 -2.771 -0.232  B26 1.419, C75 1.391
42 C 0.420 1.814 -1.923  O2 1.407, H11 1.090, H79 1.090, C105 1.565
43 H -3.820 -4.622 4.031  C35 1.090
44 H -1.006 -3.876 3.585  C63 1.090
45 O 1.565 1.581 -5.615  P17 1.670, C78 1.451
46 H 6.146 4.221 -2.391  C83 1.090
47 H 6.823 4.026 -0.960  C83 1.090
48 H -2.483 4.666 4.235  C111 1.090
49 C 0.798 4.664 7.927  H13 1.090, H14 1.090, C90 1.596, H122 1.090
50 H -3.462 -5.479 0.389  C106 1.090
51 H 1.866 -5.137 2.524  C55 1.090
52 H -3.075 7.127 3.183  C89 1.090
53 H 2.821 3.222 2.553  C93 1.090
54 H -2.005 5.950 2.385  C89 1.090
55 C 1.550 -6.175 2.420  H51 1.090, H56 1.090, H71 1.090, C128 1.428
56 H 2.351 -6.864 2.688  C55 1.090
57 P -0.067 3.769 4.635  O18 1.611, O19 1.633, O70 1.483, O132 1.647
58 H 4.268 -2.191 0.950  C28 1.090
59 O 6.576 1.215 -0.915  P96 1.620, C99 1.469
60 O -5.018 -4.861 -2.607  C29 1.297, C129 1.495
61 C -3.096 -0.537 -2.021  O4 1.223, C94 1.495, O124 1.293
62 C 0.248 -1.433 -5.095  O1 1.414, H21 1.090, C97 1.484, H104 1.090
63 C -1.910 -3.593 4.124  C35 1.555, H44 1.090, H109 1.090, O114 1.435
64 H -2.861 -4.862 2.528  C35 1.090
65 H -1.206 -2.989 -5.034  C97 1.090
66 C 2.420 1.046 -7.875  C78 1.523, H92 1.090, H121 1.090, H125 1.090
67 O -3.702 3.363 1.970  C40 1.268, C118 1.399
68 H 0.917 4.034 -2.147  C105 1.090
69 H 2.560 1.972 3.745  C93 1.090
70 O -0.975 2.609 4.805  P57 1.483
71 H 1.254 -6.488 1.419  C55 1.090
72 C -5.496 -2.771 -3.437  H10 1.090, H108 1.090, O113 1.387, C129 1.429
73 H 0.543 2.534 1.508  C102 1.090
74 H -1.298 7.262 3.068  C89 1.090
75 C -0.365 -2.893 0.322  C8 1.587, O41 1.391, O116 1.208
76 O 0.912 -1.087 1.526  C8 1.213
77 H -3.408 1.420 1.674  C118 1.090
78 C 1.333 1.712 -7.041  H31 1.090, O45 1.451, C66 1.523, H115 1.090
79 H 0.989 1.406 -1.087  C42 1.090
80 O 4.244 0.498 -1.587  C88 1.498, P96 1.655
81 H 2.772 1.613 2.020  C93 1.090
82 H 3.700 -0.322 -4.207  C20 1.090
83 C 6.154 3.461 -1.609  H5 1.090, H46 1.090, H47 1.090, C99 1.592
84 O -3.422 -0.753 2.845  C33 1.265
85 O 5.366 -0.426 0.604  C28 1.450, P96 1.607
86 O -4.744 5.054 0.944  C40 1.259
87 H 7.772 2.034 -2.391  C99 1.090
88 C 3.295 -0.543 -2.099  C20 1.525, H27 1.090, O80 1.498, H112 1.090
89 C -2.132 6.587 3.261  H52 1.090, H54 1.090, H74 1.090, C111 1.598
90 C 1.200 3.419 7.011  O19 1.453, H32 1.090, C49 1.596, H133 1.090
91 O -1.012 -0.639 0.552  C8 1.293, B26 1.490
92 H 2.196 0.027 -8.191  C66 1.090
93 C 2.296 2.284 2.734  H53 1.090, H69 1.090, H81 1.090, C102 1.523
94 C -4.047 -0.683 -0.876  O7 1.273, C61 1.495, O127 1.240
95 H -2.548 5.933 5.291  C111 1.090
96 P 5.644 -0.110 -0.947  O6 1.495, O59 1.620, O80 1.655, O85 1.607
97 C -0.949 -2.075 -4.498  H12 1.090, H34 1.090, C62 1.484, H65 1.090
98 H -6.661 -3.862 -2.088  C129 1.090
99 C 6.719 2.059 -2.108  O59 1.469, C83 1.592, H87 1.090, H101 1.090
100 C -2.710 -7.370 0.259  N37 1.147, C106 1.475
101 H 6.225 1.930 -3.071  C99 1.090
102 C 0.793 2.468 2.567  H9 1.090, H73 1.090, C93 1.523, O132 1.453
103 H 3.240 -0.688 0.670  C28 1.090
104 H 1.004 -2.207 -5.225  C62 1.090
105 C 0.215 3.346 -1.676  H23 1.090, C42 1.565, H68 1.090, H110 1.090
106 C -2.645 -5.955 -0.154  H16 1.090, H22 1.090, H50 1.090, C100 1.475
107 O -0.955 1.309 -4.780  P17 1.543
108 H -6.435 -2.757 -3.989  C72 1.090
109 H -1.760 -4.053 5.101  C63 1.090
110 H -0.743 3.760 -1.992  C105 1.090
111 C -1.923 5.569 4.476  O18 1.461, H48 1.090, C89 1.598, H95 1.090
112 H 2.277 -0.154 -2.075  C88 1.090
113 O -4.420 -3.438 -4.004  C29 1.352, C72 1.387
114 O -2.166 -2.183 4.060  C33 1.278, C63 1.435
115 H 1.252 2.748 -7.368  C78 1.090
116 O 0.281 -3.889 0.546  C75 1.208
117 O -3.508 -5.598 -4.183  C29 1.275
118 C -2.805 2.328 1.686  H15 1.090, O67 1.399, H77 1.090, C131 1.476
119 H 3.179 -0.881 3.002  C36 1.090
120 H 2.743 -1.730 -3.811  C20 1.090
121 H 3.201 0.961 -7.119  C66 1.090
122 H 1.600 4.881 8.633  C49 1.090
123 O -3.405 3.493 -0.122  C40 1.334, C131 1.399
124 O -1.895 -0.844 -1.655  B26 1.476, C61 1.293
125 H 2.732 1.626 -8.743  C66 1.090
126 H -1.371 3.220 0.377  C131 1.090
127 O -5.262 -0.452 -0.955  C94 1.240
128 C 0.414 -6.264 3.281  N30 1.151, C55 1.428
129 C -5.630 -3.546 -2.244  H25 1.090, O60 1.495, C72 1.429, H98 1.090
130 H 4.526 -1.676 -3.476  C20 1.090
131 C -2.337 2.716 0.341  H24 1.090, C118 1.476, O123 1.399, H126 1.090
132 O 0.445 3.786 3.070  P57 1.647, C102 1.453
133 H 0.421 2.683 7.208  C90 1.090

Properties
- frontier orbital gap (eV) = 9.779
- multiplicity = 1
- E_tot (eV) = -128227.9443
- total charge = -1

Atomic partial charges in e from the Löwdin method, atoms 1 to 6: atom 1 (O): -0.213, atom 2 (O): -0.190, atom 3 (O): 0.060, atom 4 (O): 0.130, atom 5 (H): 0.072, atom 6 (O): -0.263